The following is a DFT calculation (ωB97M-V/def2-TZVPD) of a structure of composition C12H14BCl3N2O at a distorted geometry.

```
33
Properties=species:S:1:pos:R:3:nbo_charge:R:1
Cl 3.8487 -1.6180 1.8602 -0.257
B 2.8743 -0.0454 1.9684 0.449
Cl 3.0216 0.7953 3.6515 -0.278
Cl 3.5301 1.0937 0.5961 -0.311
O 1.4726 -0.3106 1.8035 -0.688
C 0.5926 0.5098 1.2086 0.420
C -0.7891 0.3675 1.7708 -0.123
C -1.7457 1.3791 2.0008 -0.183
C -3.0938 1.0357 2.1762 -0.221
C -3.5166 -0.2838 2.2355 -0.191
C -2.5294 -1.2774 2.1911 -0.213
C -1.1846 -0.9629 2.0322 -0.156
H 0.8810 1.4439 0.8278 0.211
H -1.4424 2.4198 1.9512 0.221
H -3.8309 1.7990 2.3495 0.219
H -4.5617 -0.5652 2.4224 0.224
H -2.7843 -2.3110 2.3599 0.218
H -0.4021 -1.7380 1.9820 0.242
C -1.0289 1.6228 -1.6295 -0.667
C 0.0175 0.5986 -1.5664 0.403
N 0.6949 0.0325 -0.5693 -0.356
C 1.5438 -0.9003 -1.1654 -0.058
C 1.3747 -0.8610 -2.5346 0.129
C 1.9335 -1.5364 -3.7271 -0.655
N 0.4201 0.0770 -2.7470 -0.495
H -1.2727 1.9569 -0.6291 0.249
H -0.6600 2.4753 -2.2379 0.241
H -1.9320 1.1673 -2.0862 0.241
H 2.2267 -1.5158 -0.6288 0.259
H 2.7267 -2.2369 -3.4806 0.248
H 1.1816 -2.1281 -4.2784 0.226
H 2.3761 -0.8276 -4.4452 0.228
H 0.0576 0.3442 -3.6622 0.425
```

## Properties
**HOMO**: -9.1 eV
**Charge**: 0
**Calculated total energy**: -55946.1391 eV
**Orbital gap**: 9.1381 eV